No. 1
{
  "formula": "C28H36N9O4RuS4",
  "method": "ωB97M-V/def2-TZVPD",
  "homo_lumo_gap_ev": [6.0, 5.6],
  "lumo_ev": [-0.793, -1.078],
  "spin_multiplicity": 2,
  "s_squared": 0.76,
  "charge": 0,
  "e_homo_ha": [-0.24838, -0.24560],
  "e_above_lowest_kcal_mol": 9.54,
  "elements": ["Ru", "C", "C", "N", "C", "S", "N", "N", "C", "C", "C", "C", "C", "C", "C", "N", "H", "H", "H", "H", "H", "H", "H", "H", "H", "H", "H", "H", "H", "C", "C", "S", "C", "C", "S", "H", "H", "H", "H", "H", "H", "N", "C", "C", "C", "C", "N", "C", "C", "H", "H", "H", "H", "C", "C", "S", "O", "O", "C", "C", "N", "C", "N", "C", "C", "N", "O", "O", "C", "H", "H", "H", "H", "H", "H", "H", "H", "H", "H", "H", "H", "H"],
  "positions_angstrom": [[-1.7362, -0.4436, 0.3433], [-1.6481, 0.4328, 6.2418], [-2.8025, -0.3821, 5.6601], [-2.3983, -1.2233, 4.5418], [-2.1183, -0.7672, 3.3128], [-1.9448, -1.9956, 2.0667], [-1.9997, 0.5339, 3.1182], [-1.7873, 0.8872, 1.8421], [-1.5448, 2.1260, 1.5330], [-1.3491, 3.1482, 2.6094], [-1.5282, 2.4140, 0.1016], [-1.2470, 3.6649, -0.4467], [-1.3504, 3.8582, -1.8099], [-1.7367, 2.7998, -2.6219], [-1.9554, 1.5705, -2.0290], [-1.8451, 1.3760, -0.7198], [-1.9305, 0.8448, 7.2115], [-1.4021, 1.2534, 5.5708], [-0.7693, -0.2003, 6.3724], [-3.5869, 0.2960, 5.3186], [-3.2136, -1.0418, 6.4225], [-2.4318, -2.2229, 4.6368], [-0.4559, 2.9129, 3.1901], [-2.1980, 3.1192, 3.2932], [-1.2441, 4.1507, 2.2046], [-0.9226, 4.4691, 0.1968], [-1.1310, 4.8242, -2.2453], [-1.8463, 2.9193, -3.6901], [-2.2396, 0.6993, -2.6094], [-4.7868, -3.1686, -2.1589], [-4.2171, -2.0787, -1.2749], [-2.4953, -1.9324, -1.3416], [-4.9829, -1.2704, -0.5320], [-6.4873, -1.3825, -0.4962], [-4.3494, -0.0107, 0.4705], [-3.9778, -3.6714, -2.6857], [-5.4758, -2.7588, -2.9005], [-5.3222, -3.9114, -1.5644], [-6.8725, -2.0499, -1.2636], [-6.9340, -0.3943, -0.6262], [-6.8022, -1.7547, 0.4815], [5.4299, -0.9717, 5.5353], [4.4592, -0.8524, 4.9330], [3.2498, -0.7140, 4.1685], [2.2362, 0.1414, 4.5841], [1.1020, 0.2431, 3.7930], [0.9205, -0.4436, 2.6683], [1.8961, -1.2639, 2.2843], [3.0754, -1.4311, 2.9887], [2.3303, 0.7161, 5.4949], [0.2934, 0.9053, 4.0787], [1.7193, -1.7956, 1.3558], [3.8518, -2.0923, 2.6303], [5.4360, -2.6478, -4.4524], [5.7404, -1.1995, -4.8070], [4.2313, -0.2661, -5.0898], [3.2371, -1.1508, -5.6512], [4.5559, 0.9358, -5.8107], [3.6492, 0.1871, -3.4488], [2.1941, 0.6439, -3.5737], [1.5119, 0.5353, -2.2910], [0.7645, -0.5112, -1.8888], [0.4270, -0.3942, -0.6061], [0.9814, 0.7647, -0.1611], [1.6519, 1.3617, -1.1844], [2.3348, 2.6033, -1.1433], [2.2213, 3.2491, -0.1181], [2.9946, 2.9520, -2.1117], [0.3748, -1.6340, -2.7771], [6.3493, -3.2409, -4.4465], [4.7521, -3.0641, -5.1887], [4.9699, -2.7276, -3.4696], [6.2829, -1.1141, -5.7483], [6.2859, -0.6701, -4.0249], [4.2847, 0.9864, -3.0726], [3.7243, -0.7078, -2.8281], [1.6786, 0.0172, -4.2975], [2.1712, 1.6763, -3.9052], [0.9039, 1.0903, 0.8601], [1.2316, -2.0259, -3.3293], [-0.3744, -1.3087, -3.5003], [-0.0633, -2.4217, -2.1728]]
}

No. 2
{
  "formula": "C28H37BIrN8O2S2",
  "method": "ωB97M-V/def2-TZVPD",
  "homo_lumo_gap_ev": [5.5, 5.5],
  "lumo_ev": [-4.937, -4.936],
  "charge": 1,
  "e_homo_ha": [-0.38235, -0.38236],
  "elements": ["Ir", "C", "C", "C", "C", "C", "C", "N", "N", "B", "N", "C", "C", "C", "N", "C", "C", "C", "N", "C", "C", "C", "N", "C", "C", "C", "H", "H", "H", "H", "H", "H", "H", "H", "H", "H", "H", "H", "H", "H", "H", "H", "H", "H", "H", "H", "H", "H", "H", "H", "H", "H", "H", "H", "O", "C", "C", "C", "C", "C", "C", "C", "O", "N", "N", "C", "S", "C", "C", "S", "H", "H", "H", "H", "H", "H", "H", "H", "H"],
  "positions_angstrom": [[-0.2507, 0.5223, 0.3527], [-1.7217, 0.9662, 4.6040], [-0.3244, 1.0359, 3.9813], [0.6984, 1.5916, 4.9741], [0.0981, -0.3044, 3.4748], [0.4854, -1.4484, 4.1773], [0.8178, -2.3736, 3.2072], [0.6358, -1.8222, 2.0021], [0.1911, -0.5588, 2.1664], [1.0766, -2.3739, 0.6296], [-0.1446, -2.3675, -0.3012], [-0.5710, -3.3126, -1.1412], [-1.8237, -2.9534, -1.6037], [-2.1227, -1.7394, -0.9807], [-1.0789, -1.4059, -0.2054], [-3.4423, -1.0172, -0.9881], [-3.7094, -0.3583, 0.3692], [-3.5627, 0.0007, -2.1265], [2.1045, -1.3837, 0.0849], [3.3761, -1.5635, -0.2895], [3.9077, -0.3360, -0.6385], [2.8692, 0.5835, -0.4478], [1.8046, -0.0812, -0.0047], [2.8424, 2.0630, -0.6782], [3.9512, 2.7488, 0.1230], [2.9841, 2.3590, -2.1753], [-2.0010, 1.9395, 5.0101], [-1.7435, 0.2371, 5.4146], [-2.4613, 0.6717, 3.8582], [-0.3608, 1.7025, 3.1144], [0.7721, 0.9509, 5.8535], [0.3996, 2.5871, 5.3018], [1.6855, 1.6597, 4.5164], [0.5292, -1.5874, 5.2427], [1.1767, -3.3840, 3.3029], [1.5392, -3.4633, 0.7300], [0.0245, -4.1858, -1.3480], [-2.4507, -3.5008, -2.2849], [-4.2048, -1.7821, -1.1528], [-2.8994, 0.3293, 0.6241], [-3.7706, -1.1101, 1.1565], [-4.6428, 0.2029, 0.3440], [-2.9058, 0.8525, -1.9597], [-4.5874, 0.3698, -2.1764], [-3.3124, -0.4474, -3.0884], [3.8261, -2.5416, -0.2885], [4.9063, -0.1310, -0.9806], [1.8659, 2.4240, -0.3314], [4.9287, 2.4529, -0.2594], [3.8986, 2.4776, 1.1779], [3.8653, 3.8315, 0.0388], [3.8928, 1.8986, -2.5644], [3.0389, 3.4338, -2.3465], [2.1349, 1.9610, -2.7301], [0.4743, -0.2295, -4.2389], [-0.2924, 0.7728, -4.6942], [-0.5290, 0.8251, -6.0709], [-1.3370, 1.8033, -6.6027], [-1.9306, 2.7620, -5.7810], [-1.6969, 2.7395, -4.4265], [-0.8744, 1.7568, -3.8589], [-0.7087, 1.6814, -2.4021], [-0.0041, 0.7445, -1.8672], [-1.3561, 2.5639, -1.6735], [-1.3379, 2.2893, -0.3437], [-2.0986, 3.0997, 0.3548], [-2.9007, 4.4102, -0.4484], [-4.0002, 4.7669, 0.9643], [-3.2699, 4.4632, 2.2504], [-2.3984, 2.8728, 2.0388], [0.5164, -0.1776, -3.2683], [-0.0673, 0.0698, -6.6924], [-1.5108, 1.8305, -7.6702], [-2.5773, 3.5161, -6.2074], [-2.1509, 3.4716, -3.7743], [-4.8809, 4.1365, 0.8485], [-4.2923, 5.8134, 0.9013], [-3.9559, 4.3443, 3.0871], [-2.5235, 5.2175, 2.4949]]
}

No. 3
{
  "formula": "C28H37BMnN8",
  "method": "ωB97M-V/def2-TZVPD",
  "homo_lumo_gap_ev": [4.2, 4.2],
  "lumo_ev": [-11.797, -11.797],
  "charge": 3,
  "e_homo_ha": [-0.58657, -0.58657],
  "elements": ["Mn", "C", "C", "C", "C", "N", "N", "B", "N", "C", "C", "C", "C", "N", "N", "C", "C", "C", "C", "N", "N", "C", "C", "C", "C", "N", "H", "H", "H", "H", "H", "H", "H", "H", "H", "H", "H", "H", "H", "H", "H", "H", "H", "H", "H", "H", "C", "C", "C", "C", "C", "C", "C", "H", "H", "H", "H", "H", "H", "H", "C", "C", "C", "C", "C", "H", "H", "H", "H", "H", "H", "H", "H", "H", "H"],
  "positions_angstrom": [[-0.1430, 0.6974, 0.1098], [2.9044, -1.1238, 0.8553], [1.5677, -1.7829, 0.7728], [1.2947, -3.1298, 0.9296], [-0.0692, -3.2606, 0.7357], [-0.5874, -2.0634, 0.4827], [0.4064, -1.1300, 0.5117], [-2.0372, -1.7059, 0.0276], [-2.5060, -0.5278, 0.9580], [-3.6557, -0.3633, 1.6036], [-3.7649, 0.9644, 2.0094], [-2.6251, 1.5967, 1.5609], [-2.2495, 3.0350, 1.6102], [-1.8550, 0.6633, 0.9371], [-1.8756, -1.0585, -1.4150], [-2.4298, -1.2631, -2.6135], [-2.1189, -0.2161, -3.4639], [-1.3410, 0.6485, -2.7153], [-0.7876, 1.9894, -3.0963], [-1.1815, 0.1165, -1.4812], [-2.9510, -2.8405, 0.1685], [-3.8588, -3.5061, -0.6094], [-4.4332, -4.4700, 0.1597], [-3.8328, -4.3520, 1.4260], [-4.1148, -5.1834, 2.6586], [-2.9469, -3.3846, 1.4577], [3.4454, -1.4700, 1.7356], [2.8290, -0.0435, 0.9097], [3.5219, -1.3698, -0.0122], [1.9979, -3.9123, 1.1703], [-0.7125, -4.1284, 0.7804], [-4.3269, -1.2029, 1.7280], [-4.5846, 1.4181, 2.5461], [-2.9375, 3.5820, 2.2500], [-2.2963, 3.4856, 0.6155], [-1.2488, 3.1824, 2.0116], [-3.0143, -2.1440, -2.8107], [-2.4399, -0.0913, -4.4884], [-1.5417, 2.5584, -3.6370], [0.0802, 1.9090, -3.7537], [-0.5201, 2.5932, -2.2274], [-4.0663, -3.2516, -1.6318], [-5.1924, -5.1766, -0.1417], [-4.8036, -5.9917, 2.4278], [-4.5600, -4.5747, 3.4416], [-3.2006, -5.6179, 3.0542], [1.6141, 0.3859, -1.6585], [2.7363, 0.8100, -2.2540], [3.5517, -0.1800, -2.9444], [4.6242, 0.2169, -3.6772], [4.9216, 1.5918, -3.7505], [4.1582, 2.5914, -3.0946], [3.0898, 2.2163, -2.3552], [0.9360, 1.1898, -1.2933], [1.2847, -0.6359, -1.7572], [3.2891, -1.2308, -2.8652], [5.2402, -0.5016, -4.2012], [5.7735, 1.9035, -4.3494], [4.4296, 3.6337, -3.2021], [2.4702, 2.9553, -1.8672], [1.2503, 3.6706, 2.3171], [1.9218, 2.3221, 1.8755], [3.1840, 2.6514, 1.0564], [2.2630, 1.5121, 3.1704], [0.9416, 1.5645, 1.1384], [2.0597, 4.2517, 2.7634], [0.4885, 3.5099, 3.0747], [0.8398, 4.2309, 1.4776], [3.9311, 3.0302, 1.7550], [2.9841, 3.4391, 0.3308], [3.6090, 1.7831, 0.5532], [2.9019, 2.1571, 3.7764], [2.8020, 0.5942, 2.9566], [1.3667, 1.2812, 3.7487], [0.1003, 0.9525, 1.7272]]
}

Which formula does entry 3 have? C28H37BMnN8